(1)
DFT (ωB97M-V with the def2-TZVPD basis set) results for a structure of composition C11H25BFN2NbO2P.

Each line ends with the Mulliken charge.
Positions of all 44 atoms, in Å:
C1 -3.38 -1.77 2.28  -0.44
C2 -3.09 -0.77 1.47  -0.04
C3 -2.45 0.40 0.53  -0.99
Nb1 -0.13 0.36 0.56  -0.94
C4 -0.10 1.77 2.39  -0.12
C5 -1.45 1.59 3.28  0.26
O1 -2.33 2.51 3.22  -0.58
F1 -1.66 0.46 4.15  -0.27
N1 -0.15 2.03 -0.69  -0.27
C6 0.26 1.94 -2.10  -0.39
C7 1.88 1.82 -2.35  -0.84
B1 -0.19 -1.23 -1.13  1.32
O2 1.00 -1.96 -1.60  -0.84
N2 -1.50 -1.66 -1.82  -0.22
C8 -1.23 -2.02 -3.26  -0.86
C9 -1.88 -2.91 -1.03  -0.86
P1 2.46 0.23 0.69  0.31
C10 3.18 1.80 1.48  -1.01
C11 2.84 -1.33 1.73  -0.88
H1 -3.56 -2.75 2.87  0.30
H2 -2.83 1.46 0.85  0.52
H3 -2.86 0.21 -0.52  0.47
H4 -0.14 -1.03 1.72  0.07
H5 0.77 1.53 3.11  0.24
H6 -0.04 2.86 1.99  0.23
H7 -0.76 2.82 -0.45  0.17
H8 0.02 3.00 -2.57  0.35
H9 -0.34 1.22 -2.79  0.19
H10 2.44 2.66 -1.79  0.20
H11 2.29 0.77 -2.17  0.14
H12 2.03 2.06 -3.49  0.36
H13 1.70 -1.34 -1.91  0.25
H14 -2.20 -1.80 -3.86  0.27
H15 -0.39 -1.36 -3.70  0.23
H16 -0.91 -3.11 -3.43  0.32
H17 -1.94 -3.86 -1.69  0.31
H18 -2.93 -2.80 -0.53  0.21
H19 -1.06 -3.13 -0.24  0.22
H20 2.79 2.74 0.93  0.19
H21 4.34 1.76 1.39  0.35
H22 2.90 1.78 2.61  0.26
H23 3.06 -0.97 2.81  0.29
H24 1.88 -1.98 1.78  0.21
H25 3.67 -2.00 1.29  0.30

Results
Charge = -1
HOMO-LUMO gap = 6.2 eV

=====

(2)
DFT (ωB97M-V with the def2-TZVPD basis set) results for a structure of composition C11H25BiClIN3O2P.

Each line ends with the Mulliken charge.
Positions of all 45 atoms, in Å:
C1 -0.39 2.56 0.10  -1.13
C2 -0.42 1.38 -0.87  0.82
H1 -0.92 3.41 -0.39  0.43
H2 0.63 2.88 0.34  0.19
H3 -0.94 2.32 1.03  0.27
O1 -1.18 1.41 -1.81  -0.29
I1 0.54 -2.55 -1.90  0.08
Bi1 0.26 -0.31 1.62  1.09
P1 2.04 0.47 -1.07  0.64
C3 2.29 0.11 -2.86  -1.33
C4 2.67 2.20 -1.12  -1.48
H4 3.65 -0.22 0.64  0.40
H5 4.46 0.13 -0.92  0.43
H6 3.58 -1.42 -0.69  0.32
C5 3.59 -0.35 -0.45  -0.95
H7 2.79 2.59 -0.10  0.39
H8 3.65 2.20 -1.63  0.51
H9 3.30 0.43 -3.17  0.47
H10 1.54 0.65 -3.46  0.37
H11 1.97 2.84 -1.69  0.39
H12 2.19 -0.97 -3.04  0.32
C6 -0.75 -0.71 -2.43  0.25
O2 -1.57 -0.61 -3.22  -0.25
Cl1 1.50 0.81 3.40  -0.39
C7 -2.95 -0.37 4.25  -0.88
N1 -3.64 -1.07 3.18  0.07
C8 -4.73 -1.90 3.63  -0.96
C9 -3.19 -0.96 1.92  0.47
N2 -2.10 -0.15 1.70  -0.73
N3 -3.78 -1.58 0.89  0.14
C10 -5.07 -2.24 0.91  -0.97
C11 -3.10 -1.51 -0.40  -0.60
H13 -3.33 -0.74 5.19  0.29
H14 -3.12 0.71 4.20  0.36
H15 -1.87 -0.55 4.21  0.29
H16 -5.71 -1.43 3.44  0.32
H17 -4.69 -2.90 3.19  0.34
H18 -4.62 -2.02 4.71  0.32
H19 -2.05 0.60 2.40  0.37
H20 -5.38 -2.38 -0.13  0.32
H21 -5.02 -3.25 1.37  0.34
H22 -5.84 -1.62 1.40  0.35
H23 -2.92 -0.48 -0.70  0.23
H24 -2.14 -2.03 -0.37  0.11
H25 -3.74 -2.00 -1.13  0.26

Results
Charge = +2
Energy relative to the best compared isomer or geometry (same formula, charge and spin) = 0.625 eV
HOMO-LUMO gap (alpha / beta) = 5.8 / 5.3 eV

=====

(3)
DFT (ωB97M-V with the def2-TZVPD basis set) results for a cluster of 3 separate species, C11H25BrO2Si in total.

Each line ends with the Mulliken charge.
Positions of all 40 atoms, in Å:
C1 -4.42 2.82 -2.90  -1.25
C2 -3.43 3.08 -1.76  -0.10
C3 -2.80 4.49 -1.84  -0.87
Si1 -1.62 4.70 -0.39  0.62
Br1 0.50 4.23 -0.99  -0.27
H1 -5.45 2.94 -2.57  0.30
H2 -4.22 3.52 -3.71  0.35
H3 -4.28 1.82 -3.29  0.33
H4 -2.61 2.36 -1.81  0.05
H5 -3.89 2.94 -0.78  0.40
H6 -2.30 4.56 -2.79  0.38
H7 -3.57 5.26 -1.77  0.40
H8 -1.70 6.02 0.26  -0.20
H9 -1.97 3.70 0.64  -0.14
C4 0.84 -0.83 -1.19  -0.56
C5 0.75 -0.50 0.30  -0.19
C6 -0.26 0.63 0.30  -0.24
O1 -1.15 0.38 -0.79  -0.34
C7 -0.61 -0.65 -1.63  -0.43
H10 1.22 -1.84 -1.39  0.26
H11 1.49 -0.12 -1.70  0.29
H12 0.37 -1.36 0.86  0.11
H13 1.71 -0.22 0.74  0.32
H14 0.22 1.60 0.14  -0.02
H15 -0.84 0.68 1.23  0.25
H16 -1.19 -1.57 -1.48  0.28
H17 -0.70 -0.34 -2.67  0.29
C8 3.77 -4.22 1.75  -0.58
C9 3.69 -3.91 3.24  -0.55
C10 2.66 -2.78 3.26  -0.44
O2 1.77 -3.03 2.17  -0.32
C11 2.32 -4.04 1.32  -0.25
H18 4.15 -5.22 1.53  0.35
H19 4.41 -3.49 1.25  0.28
H20 3.31 -4.77 3.79  0.25
H21 4.64 -3.62 3.68  0.34
H22 3.14 -1.81 3.11  0.25
H23 2.08 -2.75 4.18  0.30
H24 1.75 -4.96 1.45  0.27
H25 2.23 -3.72 0.28  0.13

Results
Structure (SMILES) = CCC[SiH2]Br.C1CCOC1.C1CCOC1
HOMO-LUMO gap = 10.0 eV

=====

(4)
DFT (ωB97M-V with the def2-TZVPD basis set) results for a structure of composition C11H25ClGaNO2P2.

Each line ends with the Mulliken charge.
Positions of all 43 atoms, in Å:
C1 0.21 -2.86 -1.10  -0.78
C2 -0.36 -1.79 -0.41  0.66
N1 -0.41 -0.56 -0.92  -0.07
C3 -0.08 -0.37 -2.20  0.41
C4 0.38 -1.43 -2.99  -0.81
C5 0.56 -2.68 -2.42  -0.48
C6 -0.99 -2.11 0.92  -1.36
P1 -1.70 -0.66 1.76  0.80
Ga1 -1.79 1.29 0.38  0.88
P2 -0.50 2.20 -1.43  0.57
C7 -0.26 1.01 -2.78  -1.15
O1 4.00 -2.98 2.80  -0.66
O2 3.49 0.60 -0.80  -0.84
H1 0.33 -3.79 -0.54  0.45
H2 0.58 -1.22 -4.03  0.48
H3 0.94 -3.53 -2.99  0.43
C8 -3.22 -1.43 2.42  -1.33
C9 -0.68 -0.31 3.23  -1.48
H4 0.62 1.28 -3.37  0.54
H5 -1.15 1.04 -3.43  0.48
H6 -0.24 -2.59 1.54  0.56
H7 -1.79 -2.82 0.71  0.43
C10 -1.15 3.71 -2.18  -1.21
C11 1.19 2.60 -0.91  -1.01
H8 3.42 0.35 0.12  0.36
H9 4.33 1.10 -0.87  0.35
H10 3.19 -2.53 3.10  0.33
H11 3.75 -3.32 1.93  0.31
H12 -3.17 1.01 -0.29  -0.29
H13 3.22 3.15 4.27  -0.64
H14 -2.96 -2.30 3.05  0.40
H15 -3.78 -0.68 3.00  0.39
H16 -3.80 -1.77 1.55  0.39
H17 -0.94 -1.01 4.03  0.35
H18 0.39 -0.38 2.99  0.53
H19 -0.91 0.73 3.54  0.33
H20 1.67 3.17 -1.72  0.40
H21 1.14 3.21 0.01  0.38
H22 1.80 1.69 -0.73  0.23
H23 -0.42 4.11 -2.90  0.40
H24 -2.10 3.47 -2.69  0.36
H25 -1.34 4.44 -1.39  0.36
Cl1 -1.49 2.98 1.75  -0.42

Results
HOMO-LUMO gap = 2.7 eV

=====

| no. | maximum force (hartree/bohr) |
| --- | --- |
| 1 | 0.120 |
| 2 | 0.106 |
| 3 | 0.014 |
| 4 | 0.023 |